2 unconnected molecules or ions with the total composition C4H7NO3. Source: OMol25; level of theory: ωB97M-V/def2-TZVPD.

Its energy above the lowest of the compared OMol25 structures with the same formula, charge and spin is 169.63 kcal per mole. The net charge is 0. The multiplicity is 1. Its gap between HOMO and LUMO is 10.01 eV.

Geometry (Å):
C 2.661 -0.411 -0.254
C 1.655 0.449 0.063
C -0.745 0.465 0.001
C -1.789 -0.337 -0.049
H 2.556 -1.327 0.276
H 2.583 -0.857 -1.246
H 3.558 -0.049 0.152
H 1.546 0.722 1.292
H 1.388 1.372 -0.599
H -1.420 -1.510 0.741
H -4.740 0.162 0.059
N -2.858 0.253 -0.454
O 0.357 -0.277 -0.015
O -0.709 1.692 -0.020
O -4.043 -0.347 0.053


2 unconnected molecules or ions with the total composition C3H5FO. Source: OMol25; level of theory: ωB97M-V/def2-TZVPD.

Its energy above the lowest of the compared OMol25 structures with the same formula, charge and spin is 72.74 kcal per mole. The net charge is 0. The multiplicity is 1. The structure (SMILES) is FC1=CC1.O. Its gap between HOMO and LUMO is 10.71 eV.

Geometry (Å):
F 0.672 2.103 0.648
C 0.997 0.832 0.380
C 1.687 -0.248 0.517
C 0.437 -0.246 -0.399
H 2.338 -0.944 0.930
H 0.588 -0.236 -1.547
H -0.482 -0.604 0.144
O -2.502 0.428 -0.971
H -1.553 0.286 -1.179
H -2.950 0.685 -1.841


The records above give, respectively, calculated total energy values of -436.873062; -292.280386 a.u..
The records above give, respectively, highest occupied orbital energy values of -10.22; -9.80 eV.